Computed, not measured: C12H11CoN3S4 as an isolated structure, with wB97M-V/def2-TZVPD.

Last column: natural (NBO) charge in e.
CARTESIAN COORDINATES (ANGSTROEM)
Co  0.153  -0.133  0.192  1.286
S  0.620  -1.410  2.242  -0.417
S  2.129  -0.583  3.196  0.196
S  2.661  1.183  2.354  0.141
S  1.890  1.338  0.510  -0.456
C  0.165  1.939  -3.719  -0.233
C  -1.110  2.474  -3.769  -0.130
C  -1.980  2.254  -2.715  -0.211
C  -1.549  1.501  -1.637  0.173
N  -0.319  0.979  -1.593  -0.519
C  0.520  1.195  -2.609  0.072
C  -2.394  1.217  -0.441  0.177
C  -3.687  1.684  -0.301  -0.213
C  -4.395  1.382  0.852  -0.118
C  -3.790  0.627  1.838  -0.237
C  -2.494  0.196  1.633  0.084
N  -1.811  0.478  0.517  -0.553
H  0.875  2.096  -4.519  0.243
H  -1.428  3.061  -4.621  0.239
H  -2.975  2.671  -2.740  0.231
H  1.509  0.763  -2.512  0.217
H  -4.144  2.278  -1.078  0.232
H  -5.410  1.738  0.974  0.240
H  -4.304  0.372  2.754  0.246
H  -1.969  -0.387  2.378  0.229
C  1.253  -3.767  -2.482  -0.731
C  0.873  -2.628  -1.643  0.479
N  0.601  -1.738  -0.981  -0.504
H  2.326  -3.933  -2.400  0.281
H  0.996  -3.565  -3.519  0.275
H  0.729  -4.659  -2.147  0.280

Summary:
HOMO-LUMO gap (alpha / beta): 6.85 / 6.62 eV
2S+1: 5
HOMO level (alpha / beta): -0.379 / -0.403 hartree
Energy above the lowest of the compared OMol25 structures with the same formula, charge and spin: 0.00 kcal per mole
Total energy: -98057.1617 eV
Total charge: +1

Computed, not measured: C12H11F4N5SbSe4V as an isolated structure, with wB97M-V/def2-TZVPD.

Last column: natural (NBO) charge in e.
CARTESIAN COORDINATES (ANGSTROEM)
V  0.016  -0.584  0.470  0.910
C  -1.579  -0.445  -2.048  -0.429
N  -1.755  -0.527  -0.585  -0.417
C  -2.806  -1.517  -0.270  -0.421
C  -2.065  0.786  0.024  -0.260
C  -0.864  1.798  -0.038  -0.255
N  0.434  1.110  -0.299  -0.685
C  1.540  1.832  -0.705  0.070
C  2.686  1.117  -1.073  0.323
F  2.662  -0.218  -0.966  -0.297
C  3.827  1.737  -1.536  0.342
F  4.874  0.982  -1.889  -0.301
C  3.906  3.113  -1.643  -0.370
C  2.800  3.834  -1.254  0.351
F  2.824  5.176  -1.310  -0.309
C  1.645  3.224  -0.795  0.262
F  0.634  4.028  -0.404  -0.315
H  -2.547  -0.249  -2.519  0.191
H  -1.188  -1.397  -2.403  0.248
H  -0.880  0.347  -2.301  0.220
H  -3.777  -1.140  -0.604  0.185
H  -2.825  -1.711  0.801  0.230
H  -2.575  -2.452  -0.780  0.259
H  -2.338  0.599  1.064  0.227
H  -2.934  1.242  -0.461  0.212
H  -0.835  2.344  0.906  0.210
H  -1.071  2.527  -0.820  0.211
H  4.798  3.600  -2.006  0.246
N  -1.437  -1.011  6.661  -0.429
C  -0.752  -1.062  5.732  0.441
N  0.095  -1.103  4.724  -0.623
C  -0.029  -0.786  3.530  0.726
N  -0.034  -0.451  2.396  -0.745
Se  -1.726  -5.312  1.875  -0.695
Sb  -0.138  -5.421  0.096  1.057
Se  0.362  -2.654  0.143  -0.007
Se  2.055  -6.276  0.411  -0.654
Se  -1.001  -5.081  -2.123  -0.709

Summary:
HOMO-LUMO gap (alpha / beta): 5.25 / 6.53 eV
2S+1: 2
HOMO level (alpha / beta): -0.176 / -0.177 hartree
Energy above the lowest of the compared OMol25 structures with the same formula, charge and spin: 11.94 kcal per mole
Total energy: -324554.9005 eV
Total charge: -1

Computed, not measured: one molecule with the formula C12H12, with wB97M-V/def2-TZVPD.

Last column: natural (NBO) charge in e.
CARTESIAN COORDINATES (ANGSTROEM)
C  1.270  1.699  -0.231  -0.164
C  -0.141  1.625  0.258  -0.261
C  -1.097  0.943  -0.401  -0.143
C  -0.723  0.287  -1.572  -0.217
C  0.452  0.544  -2.133  -0.266
C  1.603  0.950  -1.418  -0.249
C  -1.502  -0.813  1.360  -0.280
C  -0.525  -0.781  2.287  -0.257
C  0.840  -0.789  1.833  -0.211
C  1.015  -0.975  0.387  -0.238
C  -0.021  -0.969  -0.604  -0.252
C  -1.300  -1.070  0.015  -0.188
H  1.995  1.971  0.607  0.221
H  -0.309  1.968  1.200  0.214
H  -2.053  0.792  -0.050  0.235
H  -1.419  -0.368  -2.144  0.233
H  0.812  -0.047  -3.016  0.205
H  2.528  0.869  -1.972  0.227
H  -2.554  -1.001  1.850  0.225
H  -0.747  -0.858  3.361  0.217
H  1.667  -0.780  2.665  0.231
H  2.091  -0.909  0.159  0.222
H  0.170  -1.116  -1.647  0.284
H  -2.053  -1.171  -0.795  0.209

Summary:
HOMO-LUMO gap: 6.90 eV
2S+1: 1
HOMO level: -0.243 hartree
Energy above the lowest of the compared OMol25 structures with the same formula, charge and spin: 223.27 kcal per mole
Total energy: -12629.2466 eV
Total charge: 0